# 1
{"formula": "C3HBaO2", "method": "wB97M-V/def2-TZVPD", "multiplicity": 2, "lumo_ev": [-0.60, -0.72], "s_squared": 0.750, "homo_lumo_gap_ev": [5.14, 6.78], "homo_energy_ev": [-5.740, -7.500], "symbols": ["C", "C", "O", "C", "O", "H", "Ba"], "xyz": [[-1.530, -0.377, 0.102], [-1.269, 0.890, 0.053], [0.084, 1.180, -0.027], [0.901, 0.049, -0.078], [0.184, -0.980, -0.016], [-2.262, -1.160, -0.029], [3.892, 0.397, -0.005]], "lowdin_spin": [0.002, 0.001, 0.011, 0.022, 0.009, 0.000, 0.955]}

---

# 2
{"formula": "C21H20IN4O2RhS", "method": "wB97M-V/def2-TZVPD", "charge": 2, "multiplicity": 5, "lumo_ev": [-6.43, -8.91], "s_squared": 6.033, "homo_lumo_gap_ev": [7.93, 5.63], "homo_energy_ev": [-14.363, -14.548], "symbols": ["Rh", "C", "C", "N", "C", "C", "C", "O", "C", "C", "N", "C", "C", "C", "C", "C", "C", "I", "C", "O", "H", "H", "H", "H", "H", "H", "H", "H", "H", "H", "H", "H", "N", "C", "S", "N", "C", "C", "C", "C", "C", "C", "H", "H", "H", "H", "H", "H", "H", "H"], "xyz": [[0.161, -0.146, -1.250], [1.901, -3.993, 1.009], [0.442, -3.948, 0.767], [-0.272, -5.047, 0.947], [-1.575, -4.979, 0.749], [-2.294, -3.800, 0.401], [-3.795, -3.910, 0.280], [-4.273, -3.129, -0.804], [-1.597, -2.628, 0.196], [-2.346, -1.381, -0.011], [-1.890, -0.330, -0.578], [-2.763, 0.793, -0.718], [-4.109, 0.624, -1.021], [-4.930, 1.735, -1.142], [-4.417, 3.010, -0.970], [-3.068, 3.194, -0.696], [-2.251, 2.084, -0.585], [-0.208, 2.354, -0.224], [-0.160, -2.689, 0.318], [0.638, -1.737, 0.097], [2.192, -4.995, 1.304], [2.181, -3.277, 1.786], [2.440, -3.688, 0.108], [-2.136, -5.900, 0.876], [-4.249, -3.560, 1.216], [-4.073, -4.958, 0.172], [-4.821, -3.671, -1.380], [-3.359, -1.371, 0.382], [-4.503, -0.371, -1.185], [-5.975, 1.601, -1.385], [-5.063, 3.872, -1.064], [-2.669, 4.192, -0.577], [2.724, 0.755, -3.314], [2.092, -0.424, -3.256], [0.370, -0.396, -3.534], [2.811, -1.496, -2.958], [2.516, -2.887, -2.758], [1.253, -3.463, -2.815], [1.131, -4.828, -2.580], [2.238, -5.613, -2.298], [3.495, -5.028, -2.258], [3.636, -3.670, -2.484], [2.223, 1.542, -3.695], [3.728, 0.834, -3.242], [3.801, -1.319, -2.831], [0.377, -2.893, -3.070], [0.150, -5.279, -2.647], [2.124, -6.674, -2.129], [4.373, -5.627, -2.057], [4.624, -3.226, -2.456]], "lowdin_spin": [2.198, 0.032, 0.213, -0.013, 0.241, 0.076, 0.009, 0.001, 0.058, 0.011, 0.106, 0.006, 0.006, 0.001, 0.005, 0.003, 0.011, 0.156, 0.133, 0.313, 0.000, 0.012, 0.011, 0.009, 0.004, 0.000, 0.000, 0.003, 0.000, 0.000, 0.000, 0.001, 0.036, 0.051, 0.247, 0.031, 0.001, 0.007, 0.002, 0.004, 0.000, 0.006, 0.001, 0.001, 0.001, 0.003, 0.000, 0.000, 0.000, 0.000]}

---

# 3
{"formula": "C2H14N2Si3", "method": "wB97M-V/def2-TZVPD", "lumo_ev": -0.18, "smiles": "[SiH2]=N[SiH3].CN(C)[SiH3]", "homo_lumo_gap_ev": 8.92, "homo_energy_ev": -9.095, "symbols": ["Si", "N", "Si", "H", "H", "H", "H", "H", "C", "N", "C", "Si", "H", "H", "H", "H", "H", "H", "H", "H", "H"], "xyz": [[1.388, 0.779, -0.968], [2.513, -0.422, -0.969], [4.095, -0.847, -0.421], [0.422, 0.445, -1.903], [0.937, 2.189, -0.522], [5.054, 0.252, -0.470], [4.673, -2.009, -1.168], [4.087, -1.383, 0.929], [-1.654, 1.612, 0.663], [-1.577, 0.210, 0.300], [-2.473, -0.160, -0.783], [-1.214, -1.055, 1.440], [-2.636, 1.960, 0.642], [-1.002, 1.699, 1.546], [-1.140, 2.196, -0.002], [-2.449, 0.438, -1.790], [-2.207, -1.175, -1.245], [-3.495, -0.132, -0.350], [0.095, -0.932, 2.196], [-1.015, -2.254, 0.570], [-2.400, -1.408, 2.305]], "lowdin_charge": [0.616, -0.433, 0.365, -0.114, -0.067, -0.109, -0.100, -0.115, -0.166, -0.463, -0.202, 0.564, 0.066, 0.088, -0.002, 0.108, 0.082, 0.080, -0.063, -0.061, -0.075]}

---

# 4
{"formula": "C27H28ClMnNO3P2", "method": "wB97M-V/def2-TZVPD", "charge": 2, "multiplicity": 4, "lumo_ev": [-8.22, -9.34], "s_squared": 4.111, "homo_lumo_gap_ev": [4.76, 3.64], "homo_energy_ev": [-12.980, -12.982], "symbols": ["C", "C", "C", "C", "C", "C", "C", "C", "C", "C", "C", "C", "C", "H", "H", "H", "H", "H", "H", "H", "N", "Mn", "C", "H", "H", "C", "H", "H", "P", "P", "C", "H", "H", "H", "C", "H", "H", "H", "C", "H", "H", "H", "C", "H", "H", "H", "C", "O", "H", "Cl", "C", "C", "C", "C", "C", "C", "C", "O", "O", "H", "H", "H", "H"], "xyz": [[2.077, -4.382, -0.951], [1.164, -3.453, -1.426], [-0.148, -3.530, -0.800], [-0.190, -3.714, 0.638], [0.931, -4.357, 1.174], [1.921, -4.882, 0.354], [-1.281, -3.193, 1.425], [-2.276, -2.498, 0.645], [-2.158, -2.372, -0.814], [-2.837, -1.280, -1.484], [-4.068, -0.979, -0.921], [-4.331, -1.263, 0.431], [-3.357, -1.837, 1.236], [2.961, -4.621, -1.534], [0.925, -4.523, 2.244], [2.654, -5.578, 0.747], [-0.871, -2.575, 2.248], [-4.782, -0.371, -1.459], [-5.278, -1.011, 0.901], [-3.408, -1.916, 2.316], [-1.216, -3.062, -1.472], [1.377, 0.658, 0.655], [1.577, -2.309, -2.328], [0.816, -2.049, -3.091], [2.552, -2.559, -2.809], [-2.160, -0.432, -2.529], [-1.647, -1.081, -3.260], [-2.918, 0.252, -2.960], [1.998, -0.683, -1.328], [-0.830, 0.718, -1.707], [-2.044, 1.909, -1.051], [-1.521, 2.814, -0.733], [-2.781, 2.162, -1.821], [-2.528, 1.494, -0.165], [-0.385, 1.640, -3.216], [-1.235, 2.218, -3.584], [0.418, 2.343, -2.998], [-0.037, 0.978, -4.006], [3.515, -1.289, -0.523], [4.225, -1.669, -1.264], [3.991, -0.489, 0.053], [3.250, -2.091, 0.169], [2.726, 0.329, -2.682], [2.817, 1.375, -2.378], [3.732, -0.035, -2.934], [2.120, 0.307, -3.593], [1.629, 2.100, -0.352], [1.782, 3.273, -0.240], [0.657, -0.433, -0.034], [1.755, 6.796, 4.326], [0.974, 5.323, 3.932], [-0.377, 5.322, 3.562], [-0.988, 4.114, 3.158], [-0.260, 2.900, 3.141], [1.045, 2.928, 3.614], [1.692, 4.097, 3.977], [-0.837, 1.643, 2.528], [-2.000, 1.646, 2.163], [0.032, 0.679, 2.406], [-0.935, 6.249, 3.546], [-2.012, 4.112, 2.883], [1.643, 1.996, 3.671], [2.742, 4.138, 4.305]], "lowdin_spin": [0.012, 0.047, 0.004, 0.013, 0.032, 0.014, 0.159, 0.019, 0.015, 0.177, 0.023, 0.099, 0.135, 0.002, 0.001, 0.000, 0.003, 0.001, 0.003, 0.004, 0.147, 2.135, -0.007, 0.003, -0.003, 0.046, 0.010, 0.002, -0.073, 0.064, 0.000, 0.000, 0.000, 0.000, 0.006, 0.001, 0.001, 0.000, 0.005, 0.000, 0.004, -0.001, -0.017, -0.001, -0.003, 0.000, -0.040, -0.017, -0.048, 0.000, 0.000, 0.000, 0.000, 0.000, 0.001, 0.000, 0.003, -0.001, 0.017, 0.000, 0.000, 0.000, 0.000]}